1.
Below is C5H9NO in the gas phase, with properties calculated with the ωB97M-V functional and the def2-TZVPD basis.

Calculated values
Energy relative to the best compared isomer or geometry (same formula, charge and spin), eV: 1.8130
Electronic energy, hartree: -325.87093
Kohn-Sham gap, eV: 10.72
SMILES: C=CCCNC=O

Structure (ORCA input):
```
! wB97M-V def2-TZVPD RIJCOSX def2/J DEFGRID3
* xyz 0 1
C -0.476 1.747 -2.087
C 0.173 1.306 -1.020
C 0.763 -0.079 -0.884
C 0.732 -0.554 0.568
N -0.621 -0.764 1.088
C -0.774 -1.350 2.297
O -1.659 -1.188 3.103
H -0.368 1.161 -2.993
H -1.070 2.649 -2.120
H -0.074 1.717 -0.039
H 1.779 -0.196 -1.274
H 0.298 -0.854 -1.508
H 1.364 -1.430 0.706
H 1.212 0.219 1.165
H -1.296 -0.284 0.525
H 0.017 -2.099 2.472
*
```

These are the Mulliken partial charges, in e, on atoms 1 to 5: -0.678 -0.203 -0.666 -0.701 -0.096

=====

2.
Below is a molecular structure, C5H7NO, with properties calculated with the ωB97M-V functional and the def2-TZVPD basis.

Calculated values
Energy relative to the best compared isomer or geometry (same formula, charge and spin), eV: 4.3019
Electronic energy, hartree: -324.56637
Kohn-Sham gap, eV: 9.11

Structure (ORCA input):
```
! wB97M-V def2-TZVPD RIJCOSX def2/J DEFGRID3
* xyz 0 1
O 2.619 1.377 0.982
C 2.261 0.215 1.144
N 0.933 -0.132 -0.152
C 0.004 0.629 0.229
C -1.390 0.615 -0.275
C -1.791 -0.639 -0.903
C -2.117 -1.649 -1.469
H 2.863 -0.671 0.872
H 0.730 -0.967 -0.685
H 0.303 1.454 0.894
H 1.458 -0.054 1.892
H -2.101 0.947 0.488
H -1.335 1.404 -1.033
H -2.437 -2.528 -1.984
*
```

These are the Mulliken partial charges, in e, on atoms 1 to 5: -0.587 -0.188 -0.317 -0.162 -0.624

=====

3.
Below is C3H3NO3 in the gas phase, with properties calculated with the ωB97M-V functional and the def2-TZVPD basis.

Calculated values
Energy relative to the best compared isomer or geometry (same formula, charge and spin), eV: 1.6587
Electronic energy, hartree: -396.56348
Kohn-Sham gap, eV: 11.22
SMILES: Cc1noc(=O)o1

Structure (ORCA input):
```
! wB97M-V def2-TZVPD RIJCOSX def2/J DEFGRID3
* xyz 0 1
C -1.640 0.204 -0.240
C -0.200 -0.163 0.023
N 0.268 -1.310 0.383
O 1.639 -1.144 0.497
C 2.007 0.137 0.192
O 3.134 0.515 0.213
O 0.832 0.798 -0.116
H -1.686 0.750 -1.188
H -2.335 -0.650 -0.316
H -2.020 0.861 0.554
*
```

These are the Mulliken partial charges, in e, on atoms 1 to 5: -0.962 0.658 -0.322 -0.137 0.672

=====

4.
Below is 2 unconnected molecules or ions with the total composition C6H14ClNO2, with properties calculated with the ωB97M-V functional and the def2-TZVPD basis.

Calculated values
Energy relative to the best compared isomer or geometry (same formula, charge and spin), eV: 1.9030
Electronic energy, hartree: -902.39653
Kohn-Sham gap, eV: 10.26
SMILES: CC[C@H](C)[C@H](N)C(=O)O.Cl

Structure (ORCA input):
```
! wB97M-V def2-TZVPD RIJCOSX def2/J DEFGRID3
* xyz 0 1
C 0.186 -1.339 2.583
C -0.477 -1.225 1.223
C 0.054 0.120 0.486
C -0.539 1.332 1.224
C -0.147 0.096 -1.049
N 0.412 1.245 -1.871
C -1.634 0.095 -1.353
O -2.261 1.020 -1.836
O -2.213 -1.033 -0.942
H 1.264 -1.212 2.432
H -0.119 -0.502 3.289
H 0.022 -2.255 3.080
H -1.561 -1.118 1.311
H -0.257 -2.101 0.715
H 1.142 0.154 0.618
H -0.375 2.169 0.590
H -0.067 1.483 2.094
H -1.608 1.214 1.378
H 0.295 -0.834 -1.417
H -0.217 1.791 -2.196
H 0.799 0.847 -2.567
H -1.634 -1.557 -0.489
Cl 4.803 0.937 -3.096
H 4.133 0.670 -4.210
*
```

These are the Mulliken partial charges, in e, on atoms 1 to 5: -1.402 -0.843 0.619 -1.959 -0.163

=====

- Which of these has the highest electronic energy?
  C5H7NO